(1)
ORCA calculation (the ωB97M-V functional and the def2-TZVPD basis) on 6 unconnected molecules or ions with the total composition C28H31N5O in a non-equilibrium geometry.

Structure (XYZ):
```
65
Properties=species:S:1:pos:R:3:forces:R:3:mulliken_charge:R:1
C 8.921 -4.241 3.753 -0.33 0.65 0.82 -0.12
C 7.918 -3.331 4.176 -0.82 -1.65 0.12 -0.37
C 6.625 -3.845 4.505 0.70 -2.42 -1.62 -0.28
N 6.256 -5.199 4.244 3.66 2.82 0.14 -0.52
C 7.338 -5.975 3.856 -2.52 0.55 1.54 -0.07
C 8.680 -5.594 3.729 -1.60 -0.16 -0.55 -0.51
H 9.922 -3.889 3.548 0.04 0.22 -0.02 0.36
H 8.201 -2.293 4.261 -0.36 0.11 0.14 0.34
H 5.800 -3.262 4.888 0.18 0.32 0.01 0.43
H 6.924 -6.972 3.831 0.91 -0.58 -0.53 0.39
H 9.416 -6.352 3.505 0.13 0.15 -0.04 0.35
C -4.466 -1.138 -0.441 -0.47 0.72 -0.35 -0.18
C -5.343 -0.710 -1.496 0.26 -1.23 2.01 -0.50
C -6.691 -0.730 -1.193 -1.16 -0.34 1.76 -0.16
N -7.225 -1.037 0.046 2.49 0.52 0.27 -0.57
C -6.314 -1.234 1.043 0.43 -0.36 -0.79 -0.13
C -4.911 -1.362 0.883 -1.19 1.04 -2.53 -0.43
H -3.422 -1.188 -0.714 0.24 -0.09 0.25 0.42
H -4.970 -0.480 -2.484 0.01 0.03 0.04 0.40
H -7.500 -0.478 -1.863 0.30 0.02 -0.57 0.39
H -6.628 -1.344 2.071 -0.83 -0.05 -0.04 0.38
H -4.241 -1.490 1.719 -0.05 -0.24 -0.06 0.38
C -1.678 -3.034 -6.570 0.56 1.90 1.08 -0.30
C -1.382 -1.671 -6.706 -0.65 0.77 0.91 -0.31
C -1.073 -0.884 -5.569 0.31 -2.28 0.02 -0.20
N -0.898 -1.432 -4.338 -0.04 0.70 -0.49 -0.44
C -1.107 -2.743 -4.177 -0.53 0.80 -2.01 -0.24
C -1.548 -3.515 -5.268 0.22 -1.19 -0.04 -0.29
H -2.006 -3.586 -7.439 0.03 -0.37 0.25 0.40
H -1.558 -1.123 -7.620 0.23 -0.19 -0.31 0.33
H -0.881 0.171 -5.704 -0.05 0.12 0.29 0.36
H -0.948 -3.157 -3.192 -0.04 -0.09 0.02 0.39
H -1.738 -4.570 -5.130 -0.05 -0.15 0.30 0.31
C 0.770 4.765 -2.881 1.47 0.56 -0.79 -0.33
C 0.175 5.926 -2.401 0.34 0.86 -0.65 -0.34
C 0.757 7.185 -2.716 0.39 -1.43 0.39 -0.16
N 1.906 7.319 -3.391 -1.13 0.77 -0.28 -0.55
C 2.424 6.231 -3.927 -0.87 -1.35 0.42 -0.11
C 1.949 4.936 -3.648 -0.42 1.00 -0.44 -0.31
H 0.350 3.775 -2.778 -0.10 0.02 0.29 0.43
H -0.772 5.908 -1.882 -0.03 -0.06 0.08 0.34
H 0.257 8.098 -2.427 0.07 0.11 0.24 0.36
H 3.126 6.343 -4.740 0.64 0.20 0.34 0.34
H 2.480 4.194 -4.225 -0.35 -0.69 0.39 0.33
C -3.341 3.268 3.304 1.45 0.55 -0.24 -0.28
C -2.690 2.758 4.424 0.59 1.22 -1.37 -0.31
C -3.443 2.225 5.403 -0.53 -1.15 0.62 -0.17
N -4.727 1.911 5.243 -1.62 1.26 -0.79 -0.56
C -5.351 2.367 4.113 1.71 -1.26 0.43 -0.22
C -4.660 3.035 3.092 -1.54 -0.46 0.93 -0.33
H -2.798 3.941 2.657 0.24 -0.35 -0.47 0.39
H -1.614 2.819 4.507 0.03 0.36 0.20 0.37
H -2.956 2.015 6.344 -0.25 -0.50 0.27 0.36
H -6.374 2.069 3.930 -0.18 -0.02 0.40 0.39
H -5.200 3.316 2.200 0.11 0.32 -0.01 0.37
C 3.214 -1.058 1.542 -1.60 0.02 0.38 -1.10
C 2.300 -0.393 0.480 1.36 1.01 -2.30 0.87
C 0.767 -0.433 0.588 0.26 -0.25 0.42 -1.02
O 2.778 0.202 -0.497 -0.62 -1.12 1.94 -0.56
H 2.801 -2.042 1.768 0.03 -0.22 -0.13 0.31
H 3.028 -0.520 2.472 0.07 0.23 0.16 0.29
H 4.294 -1.154 1.429 -0.28 0.40 -0.78 0.32
H 0.277 0.007 -0.280 0.50 0.12 -0.06 0.27
H 0.435 0.119 1.468 0.05 -0.01 0.17 0.31
H 0.367 -1.443 0.678 0.23 -0.17 0.19 0.31
```
Forces are in eV/Å.

Summary:
E_HOMO (eV): -9.4
Energy (Ha): -1434.44232
LUMO level (eV): 0.3
HOMO-LUMO gap (eV): 9.702
SMILES: c1ccncc1.c1ccncc1.c1ccncc1.c1ccncc1.c1ccncc1.CC(C)=O
Relative energy (zero: lowest compared OMol25 entry of this formula, charge and spin) (kcal per mole): 109.7
Multiplicity: 1
Total charge: 0


(2)
ORCA calculation (the ωB97M-V functional and the def2-TZVPD basis) on 2 unconnected molecules or ions with the total composition C28H31O in a non-equilibrium geometry.

Structure (XYZ):
```
60
Properties=species:S:1:pos:R:3:forces:R:3:mulliken_charge:R:1
C -5.606 -0.747 -0.600 -0.20 -0.09 -0.10 -0.62
C -5.404 -1.910 0.394 -0.18 -0.09 -0.32 -0.73
C -3.971 -2.412 0.594 -0.20 0.02 0.24 -0.80
C -2.976 -1.440 1.267 0.22 -0.14 -0.03 -0.88
C -2.583 -0.210 0.463 0.41 -0.04 -0.31 1.38
C -1.595 -0.268 -0.452 -0.59 -0.20 0.55 -1.47
C -3.292 1.105 0.736 -0.16 0.25 -0.05 -0.68
C -4.778 1.037 1.149 0.05 0.21 -0.27 -0.71
C -5.765 0.638 0.042 -0.06 0.01 -0.02 -0.90
H -4.812 -0.737 -1.367 -0.14 -0.06 0.32 0.34
H -6.549 -0.944 -1.141 0.45 0.13 0.07 0.41
H -5.845 -1.649 1.369 0.07 -0.08 -0.20 0.36
H -5.983 -2.763 0.008 0.17 0.19 0.27 0.32
H -4.044 -3.297 1.245 0.15 0.15 -0.16 0.41
H -3.561 -2.762 -0.364 -0.03 0.19 0.17 0.26
H -3.372 -1.133 2.250 0.11 -0.12 -0.29 0.47
H -2.067 -2.038 1.454 -0.20 0.27 0.04 0.33
H -1.291 0.606 -1.020 -0.10 -0.07 -0.06 0.34
H -1.113 -1.217 -0.688 0.02 0.19 0.09 0.36
H -2.765 1.669 1.533 -0.05 -0.38 -0.26 0.17
H -3.199 1.721 -0.175 -0.07 -0.08 0.32 0.33
H -4.912 0.402 2.036 0.07 0.08 -0.19 0.29
H -5.067 2.052 1.455 0.10 -0.23 0.09 0.41
H -5.728 1.391 -0.761 -0.01 -0.10 0.23 0.33
H -6.780 0.697 0.469 0.28 0.02 -0.08 0.35
C 5.051 -0.062 -5.474 0.03 -0.08 0.24 -0.49
C 5.512 0.757 -4.437 0.06 -0.19 -0.02 -0.58
C 5.689 0.237 -3.152 -0.19 -0.38 -0.05 -0.26
C 5.396 -1.112 -2.937 -0.30 0.42 -0.53 0.51
O 5.411 -1.660 -1.647 -0.63 0.11 1.40 -0.43
C 4.451 -1.207 -0.745 0.33 -0.47 -1.50 0.29
C 3.413 -2.090 -0.400 0.14 0.22 0.03 -0.68
C 2.342 -1.601 0.315 0.00 -0.06 0.22 -0.59
C 2.288 -0.252 0.794 0.04 -0.43 -0.07 0.90
C 1.107 0.114 1.497 0.92 -0.12 0.60 -0.09
C 0.828 1.252 2.307 -0.57 0.78 0.53 1.06
C -0.330 1.197 3.157 0.38 -0.33 -0.45 -0.42
C -0.704 2.264 3.955 0.18 0.27 0.09 -0.64
C 0.078 3.433 3.984 -0.04 -0.53 -0.35 -0.36
C 1.245 3.499 3.212 0.12 -0.23 -0.23 -0.85
C 1.608 2.446 2.374 -0.25 -0.09 0.32 -0.19
C 3.453 0.538 0.575 0.39 -0.10 -0.17 -0.28
C 4.488 0.092 -0.232 -0.23 0.34 0.38 -0.82
C 5.016 -1.965 -3.979 -0.19 0.30 0.44 -0.33
C 4.791 -1.419 -5.240 0.36 0.13 -0.01 -0.40
H 4.913 0.353 -6.471 -0.02 -0.09 0.26 0.38
H 5.742 1.810 -4.614 -0.10 -0.35 -0.03 0.37
H 6.032 0.858 -2.321 -0.07 -0.19 -0.52 0.30
H 3.458 -3.118 -0.748 -0.06 0.22 0.06 0.47
H 1.539 -2.285 0.592 0.03 0.24 -0.28 0.42
H 0.340 -0.664 1.522 0.12 0.24 -0.04 0.11
H -0.890 0.256 3.201 0.04 0.44 -0.17 0.34
H -1.601 2.199 4.569 0.25 -0.03 -0.15 0.41
H -0.221 4.284 4.599 0.11 -0.31 -0.15 0.41
H 1.882 4.383 3.259 -0.24 -0.24 -0.05 0.41
H 2.513 2.537 1.787 -0.43 0.24 0.14 0.31
H 3.596 1.488 1.073 -0.10 -0.16 -0.38 0.32
H 5.336 0.739 -0.467 -0.35 -0.30 0.33 0.53
H 4.859 -3.026 -3.761 -0.04 0.43 -0.12 0.42
H 4.427 -2.065 -6.042 0.20 0.26 0.21 0.36
```
Forces are in eV/Å.

Summary:
E_HOMO (eV): -11.5
Energy (Ha): -1160.48245
LUMO level (eV): -5.7
HOMO-LUMO gap (eV): 5.873
Relative energy (zero: lowest compared OMol25 entry of this formula, charge and spin) (kcal per mole): 0.0
Multiplicity: 1
Total charge: +1


(3)
ORCA calculation (the ωB97M-V functional and the def2-TZVPD basis) on a molecular structure, C28H32Ba2Mn2N4O8 in a non-equilibrium geometry.

Structure (XYZ):
```
76
Properties=species:S:1:pos:R:3:forces:R:3:lowdin_spin:R:1
Ba -0.917 1.821 -4.908 -1.28 0.74 1.34 0.00
Ba -0.282 4.023 3.318 -0.60 -0.65 -0.58 0.00
Mn 3.527 2.256 2.525 -1.33 0.34 -2.54 4.83
Mn 2.808 0.169 -3.909 -0.88 0.58 2.34 4.79
C 0.580 4.367 -1.342 0.91 -0.47 -1.46 0.00
C 1.433 4.506 -0.242 -2.43 -0.01 0.21 0.00
C 2.709 3.672 -0.245 0.50 -0.25 0.21 0.02
O 3.400 3.601 0.802 0.30 -0.93 2.80 0.07
C 3.077 2.866 -1.318 -0.82 0.20 -0.71 0.02
C 2.320 2.875 -2.466 -0.32 -0.32 -0.03 0.01
C 0.970 3.719 -2.543 0.74 0.46 1.38 0.00
O 0.308 3.732 -3.591 -0.07 -1.24 -0.66 0.00
O 2.619 2.071 -3.435 -0.52 -0.42 -0.81 0.09
O 0.989 5.095 0.781 1.19 -1.01 0.80 0.00
H -0.386 4.851 -1.334 0.07 0.17 0.03 0.00
H 3.828 2.102 -1.180 0.36 0.30 -0.08 0.00
C -1.275 0.960 -0.207 2.04 1.42 2.79 0.00
C -0.595 0.529 -1.329 -3.21 -0.10 -0.29 0.00
C 0.838 0.143 -1.213 2.44 -0.97 -0.35 0.01
O 1.518 -0.292 -2.215 -0.08 0.57 -1.55 0.07
C 1.542 0.228 -0.013 -1.39 0.82 2.30 0.02
C 0.955 0.883 1.123 -0.43 0.11 -4.54 0.01
C -0.534 1.390 0.960 -0.55 -2.84 -2.13 0.00
O -1.062 2.007 1.871 0.25 1.93 1.65 0.00
O 1.641 1.385 2.029 2.24 1.42 2.87 0.06
O -1.291 0.385 -2.372 1.90 0.27 -1.71 0.00
H -2.322 1.236 -0.140 0.07 -0.25 -0.64 0.00
H 2.586 -0.043 0.043 0.07 -0.13 -0.19 0.00
C -1.129 -3.044 -2.424 0.07 0.15 -0.34 0.00
C -0.128 -3.309 -3.558 -0.05 -0.61 0.28 0.00
C -0.770 -3.881 -4.828 0.08 -0.15 -0.34 0.00
C -1.413 -5.184 -4.602 0.09 0.78 0.17 0.00
N -1.888 -6.194 -4.353 -0.16 -0.36 0.06 0.00
H -1.500 -3.976 -2.002 0.13 -0.10 -0.05 0.00
H -2.013 -2.505 -2.772 0.13 0.15 0.01 0.00
H -0.653 -2.475 -1.622 -0.08 -0.02 0.01 0.00
H 0.606 -4.025 -3.185 0.09 -0.05 -0.10 0.00
H 0.464 -2.425 -3.831 -0.20 0.30 0.01 0.00
H -0.048 -4.054 -5.631 0.22 0.11 0.15 0.00
H -1.481 -3.163 -5.244 -0.27 -0.17 0.10 0.00
C 1.635 -4.975 -0.239 -0.29 1.27 -0.38 0.00
C 2.041 -3.521 0.051 -0.26 1.09 -0.36 0.00
C 2.864 -3.168 1.304 -1.14 -0.47 0.04 0.00
C 2.261 -3.823 2.467 0.64 -0.75 0.36 0.00
N 1.806 -4.405 3.349 -0.06 0.47 -0.17 0.00
H 1.308 -4.965 -1.282 0.46 -0.39 -0.14 0.00
H 0.693 -5.196 0.260 0.41 -0.39 0.62 0.00
H 2.444 -5.674 -0.065 -0.21 -0.29 0.01 0.00
H 1.128 -2.910 0.077 -0.02 -0.14 0.05 0.00
H 2.635 -3.062 -0.750 -0.10 -0.40 -0.31 0.00
H 2.745 -2.104 1.536 0.44 0.14 -0.41 0.00
H 3.896 -3.438 1.092 0.12 -0.05 0.69 0.00
C 0.465 -1.490 6.942 0.20 0.26 0.55 0.00
C 1.469 -1.609 5.817 -0.05 -0.16 -1.08 0.00
C 1.671 -0.401 4.855 0.23 0.25 -0.32 0.00
C 0.523 0.485 4.716 -0.13 -0.15 0.47 0.00
N -0.397 1.177 4.735 0.25 0.87 -0.45 0.00
H 0.506 -2.393 7.550 0.23 0.05 0.04 0.00
H -0.588 -1.413 6.670 0.14 0.20 -0.48 0.00
H 0.723 -0.643 7.581 -0.14 -0.07 0.15 0.00
H 1.189 -2.413 5.134 0.10 -0.28 0.30 0.00
H 2.486 -1.788 6.159 -0.17 -0.40 0.33 0.00
H 1.973 -0.750 3.863 -0.34 -0.25 -0.04 0.00
H 2.528 0.218 5.145 -0.10 0.18 0.51 0.00
C -6.158 3.421 -0.954 -0.38 0.08 -0.66 0.00
C -4.821 3.157 -0.291 -0.15 -0.46 0.28 0.00
C -3.670 3.923 -0.963 0.00 0.44 0.18 0.00
C -3.451 3.492 -2.351 -0.03 0.21 0.72 0.00
N -3.285 3.156 -3.432 0.83 -0.52 -0.67 0.00
H -6.492 4.456 -0.866 0.08 0.00 0.33 0.00
H -6.939 2.767 -0.573 0.05 0.08 0.18 0.00
H -6.134 3.246 -2.034 0.19 -0.18 0.04 0.00
H -4.613 2.081 -0.280 0.10 0.05 -0.36 0.00
H -4.892 3.376 0.778 0.22 0.48 -0.11 0.00
H -2.723 3.877 -0.414 0.04 -0.50 -0.15 0.00
H -3.854 5.002 -0.985 -0.38 -0.04 -0.17 0.00
```
Forces are in eV/Å.

Summary:
E_HOMO (alpha / beta) (eV): -18.3 / -18.3
Energy (Ha): -4258.64839
LUMO level (alpha / beta) (eV): -13.6 / -13.8
HOMO-LUMO gap (alpha / beta) (eV): 4.718 / 4.510
Relative energy (zero: lowest compared OMol25 entry of this formula, charge and spin) (kcal per mole): 106.1
Multiplicity: 11
Total charge: +4


- The highest total charge belongs to which entry?
  C28H32Ba2Mn2N4O8